{
  "formula": "C18H16I2N4O3S3SbTl",
  "method": "ωB97M-V with the def2-TZVPD basis set",
  "total_charge": -1,
  "total_energy_ha": -3343.1321,
  "s2": 0.763,
  "multiplicity": 2,
  "homo_ev": [-5.112, -5.248],
  "gap_ev": [7.2, 5.9],
  "species": ["Tl", "I", "C", "C", "C", "I", "C", "O", "C", "C", "N", "C", "C", "C", "C", "C", "C", "N", "C", "H", "H", "H", "H", "H", "H", "H", "H", "H", "H", "H", "S", "Sb", "S", "S", "C", "N", "C", "C", "C", "O", "N", "C", "O", "H", "H", "H", "H", "H"],
  "xyz": [[-0.313909, 0.283374, 1.351615], [1.907359, -4.328983, -4.772844], [1.503682, -2.847822, -3.358473], [1.441366, -1.518540, -3.742313], [1.165689, -0.549816, -2.798567], [1.069586, 1.451669, -3.361963], [0.947086, -0.845469, -1.433853], [0.718282, 0.116293, -0.606368], [1.017215, -2.221332, -1.075982], [0.789692, -2.623666, 0.353476], [-0.546848, -2.230697, 0.823684], [-1.664877, -2.695333, 0.031212], [-2.702899, -1.621655, -0.227488], [-3.992028, -1.970670, -0.618057], [-4.894582, -0.965898, -0.913444], [-4.491604, 0.358877, -0.806910], [-3.198403, 0.617140, -0.390243], [-2.332962, -0.355053, -0.115118], [1.288021, -3.186770, -2.029497], [1.602461, -1.231740, -4.773005], [1.510636, -2.133688, 1.013529], [0.947007, -3.706469, 0.450307], [-0.646374, -2.452285, 1.810495], [-2.153998, -3.571205, 0.472351], [-1.288567, -3.003313, -0.949961], [-4.274404, -3.013628, -0.676544], [-5.905265, -1.210014, -1.214191], [-5.168029, 1.173296, -1.023152], [-2.823104, 1.625747, -0.259836], [1.332632, -4.225156, -1.721405], [-2.560555, -2.369665, 4.863401], [-1.275522, -0.437287, 4.574396], [0.748788, -0.887571, 3.464637], [-2.218202, 0.948127, 2.909894], [4.406858, 3.827244, 1.504685], [3.000270, 3.585200, 1.259311], [2.212694, 4.498966, 0.632909], [0.926714, 4.246653, 0.330885], [0.400305, 2.943702, 0.674437], [-0.756123, 2.580007, 0.382970], [1.197201, 2.083061, 1.341676], [2.507546, 2.304275, 1.598306], [3.270415, 1.494451, 2.094367], [4.625218, 4.876568, 1.314291], [5.024074, 3.200621, 0.859027], [4.648027, 3.582729, 2.538080], [2.694292, 5.438558, 0.393711], [0.305139, 4.967168, -0.174441]],
  "forces_ev_per_a": [[0.18, 0.10, 0.03], [0.01, -0.03, -0.02], [-0.03, 0.04, 0.18], [0.03, 0.05, -0.18], [0.00, -0.08, -0.06], [0.00, 0.06, -0.02], [-0.10, -0.02, 0.03], [0.18, -0.12, 0.13], [-0.02, 0.17, 0.06], [0.00, -0.11, -0.01], [0.02, 0.13, 0.15], [-0.03, -0.05, -0.10], [-0.08, -0.04, 0.01], [0.00, 0.06, -0.01], [0.04, 0.03, 0.02], [0.02, -0.06, 0.01], [-0.11, 0.10, -0.07], [0.13, -0.01, 0.04], [0.03, -0.09, -0.11], [0.00, -0.02, 0.01], [0.00, 0.00, -0.01], [0.00, 0.04, -0.01], [0.00, -0.09, -0.03], [0.00, 0.06, 0.03], [-0.02, -0.01, 0.04], [0.00, -0.02, -0.01], [-0.01, -0.01, -0.01], [0.00, 0.02, 0.00], [-0.01, 0.01, 0.00], [0.00, -0.01, 0.00], [0.33, 0.46, -0.05], [-0.40, -0.65, 0.05], [0.15, -0.05, 0.01], [-0.13, 0.08, 0.05], [0.07, -0.04, 0.05], [0.00, -0.06, -0.02], [-0.12, -0.03, 0.00], [0.11, 0.10, -0.03], [0.07, 0.22, -0.02], [-0.17, -0.08, -0.10], [-0.22, -0.07, -0.06], [0.03, -0.02, 0.06], [0.07, 0.00, 0.01], [-0.02, 0.01, -0.01], [0.01, 0.01, 0.03], [0.01, 0.01, -0.04], [-0.02, 0.02, -0.01], [-0.02, 0.01, -0.01]]
}